This record from OMol25 describes a molecular structure, C34H57IrN3S3SbSi3 at a distorted geometry. The level of theory is ωB97M-V with the def2-TZVPD basis set.

Cartesian coordinates (Å):
Ir 0.11440 -0.09180 0.08530
C 2.20010 2.97460 0.75090
C 3.10460 1.92870 1.37490
S 2.80020 0.24660 0.68970
C 2.93260 -0.83480 2.16240
C 2.08770 -0.49160 3.37860
S 0.37010 0.02980 3.01150
C 0.39210 1.78940 3.56660
C -0.03710 2.85030 2.56020
S 0.41140 2.61380 0.79950
H 2.40650 3.06940 -0.31540
H 2.35120 3.94610 1.22730
H 2.98810 1.89670 2.45350
H 4.14170 2.17030 1.13890
H 3.98350 -0.87620 2.45090
H 2.63970 -1.80870 1.77260
H 2.54320 0.28850 3.98230
H 2.00200 -1.37990 4.00650
H 1.39450 1.98870 3.93430
H -0.28610 1.82610 4.41940
H 0.35910 3.82080 2.86020
H -1.12240 2.93300 2.52100
C -1.72040 -1.06520 -4.86910
Sb -1.46580 -1.34690 -2.73190
C 0.30870 0.00310 -2.11450
C -0.05900 1.16380 -2.90780
C -0.65800 2.31650 -2.38250
C -0.72380 3.45470 -3.16610
C -0.27200 3.41060 -4.47700
C 0.20780 2.19540 -4.95080
N 0.31270 1.12560 -4.19410
Si 2.00300 -0.58760 -2.90190
C 1.93770 -1.42490 -4.61690
C 3.01340 1.03310 -2.88330
C 3.02880 -1.83180 -1.84990
C -3.52970 -0.93120 -1.98520
C -3.50850 -0.36390 -0.62680
C -4.74430 -0.27640 0.03740
C -4.85320 0.27550 1.28890
C -3.69300 0.73840 1.89970
C -2.51170 0.58740 1.21150
N -2.39180 0.05280 -0.01290
Si -4.62390 0.21620 -3.17060
C -5.17780 -0.73260 -4.72690
C -3.60120 1.78190 -3.53240
C -6.22220 0.90670 -2.38470
Si -4.26360 -2.75450 -1.83310
C -3.76340 -3.80730 -3.33690
C -3.42150 -3.47700 -0.27830
C -6.15820 -2.85950 -1.66050
H -0.73970 -0.96130 -5.31600
H -2.31390 -0.18640 -5.08800
H -2.20700 -1.94960 -5.26110
H -1.03430 2.30520 -1.37180
H -1.13220 4.36720 -2.75900
H -0.31500 4.27560 -5.11770
H 0.52810 2.08010 -5.97920
H 1.55790 -0.76980 -5.39070
H 1.34860 -2.33870 -4.61890
H 2.95330 -1.69240 -4.88770
H 2.84680 1.61690 -3.77810
H 4.07390 0.82680 -2.81890
H 2.74510 1.64980 -2.03310
H 2.98620 -2.83390 -2.26030
H 2.77110 -1.88970 -0.80070
H 4.06610 -1.52330 -1.90660
H -5.61620 -0.65220 -0.46250
H -5.80800 0.34760 1.78430
H -3.70400 1.19080 2.87680
H -1.58990 0.91220 1.66960
H -4.38130 -1.19900 -5.29100
H -5.66730 -0.03220 -5.39500
H -5.90480 -1.50120 -4.49290
H -2.66450 1.59630 -4.04540
H -3.37060 2.30600 -2.60960
H -4.17700 2.46270 -4.15040
H -6.95840 0.15130 -2.13230
H -6.69250 1.56390 -3.11130
H -6.03490 1.50300 -1.49700
H -2.68680 -3.91610 -3.43720
H -4.15480 -3.41480 -4.26690
H -4.17630 -4.80280 -3.22040
H -2.35560 -3.60620 -0.44430
H -3.83620 -4.44710 -0.02650
H -3.54830 -2.83770 0.59000
H -6.68960 -2.16480 -2.30040
H -6.49880 -2.70680 -0.64190
H -6.47570 -3.85640 -1.94510
C -0.18420 -6.73400 0.65270
C -0.07620 -5.25440 0.58960
C -0.39050 -4.42740 1.66510
C -0.28200 -3.05310 1.53140
N 0.12310 -2.45510 0.41250
C 0.43430 -3.24560 -0.62030
C 0.35710 -4.62190 -0.57570
H -0.58040 -7.06440 1.60570
H 0.79720 -7.18270 0.50500
H -0.82580 -7.09620 -0.14870
H -0.72410 -4.84960 2.60100
H -0.53090 -2.40960 2.36460
H 0.78270 -2.75050 -1.51620
H 0.63460 -5.20280 -1.44260

Its spin multiplicity is 1. Its molar mass is 1002.29 g mol⁻¹. The total energy comes out at -106155.53949 eV. The charge is +2.

Löwdin atomic charge list, values in e, 5 entries: number 1, Ir, carries 0.86; number 2, C, carries -0.45; number 3, C, carries -0.42; number 4, S, carries 0.91; number 5, C, carries -0.46

***

This record from OMol25 describes a molecular structure, C8H32AlN12O6S at a distorted geometry. The level of theory is ωB97M-V with the def2-TZVPD basis set.

Cartesian coordinates (Å):
C 4.01705 -0.98081 -1.80337
C 2.68721 -1.77342 -1.48012
Al 1.15016 -0.44061 -1.80148
S -0.79100 -1.40724 -1.03459
H 4.52733 -1.45269 -2.64680
H 3.78639 0.04418 -2.09616
H 4.61371 -0.95649 -0.89109
H 2.66796 -2.09038 -0.43398
H 2.60495 -2.67106 -2.09878
H 1.54870 0.87541 -0.95638
H 1.10641 -0.06841 -3.35756
H -0.89004 -2.58149 -1.72187
C -4.12880 0.62940 0.70170
O -4.66899 -0.22853 0.01653
N -2.78212 0.79509 0.77340
N -4.85678 1.50932 1.46160
H -2.33993 1.50091 1.33600
H -2.19810 0.17382 0.22423
H -5.85302 1.42285 1.43513
H -4.44600 2.22244 2.03441
C 0.10326 -5.73223 -0.09825
O 1.18980 -5.19506 -0.21808
N -1.07827 -5.06578 -0.25836
N -0.01842 -7.06206 0.21306
H -1.97088 -5.50694 -0.16220
H -1.05324 -4.07876 -0.48282
H 0.82832 -7.58621 0.33518
H -0.89513 -7.53149 0.32003
C -1.77290 4.87248 1.05707
O -1.51152 4.15257 2.00921
N -0.98675 5.93806 0.70767
N -2.86277 4.67989 0.26960
H -1.17687 6.53794 -0.07100
H -0.17286 6.10842 1.26614
H -3.46283 3.90835 0.49688
H -3.09553 5.25751 -0.51398
C -5.36208 7.18388 1.49683
O -5.66144 6.00252 1.45264
N -4.06738 7.61045 1.57385
N -6.30329 8.17591 1.47194
H -3.80143 8.57444 1.61194
H -3.35023 6.90618 1.59490
H -7.26225 7.89428 1.41552
H -6.08491 9.15182 1.50722
C 5.17455 3.00438 -2.81525
O 4.58329 2.44873 -1.91200
N 4.51784 3.63227 -3.83779
N 6.54255 3.04228 -2.88539
H 4.97817 4.09301 -4.59698
H 3.51587 3.60988 -3.81582
H 7.04820 2.58425 -2.15310
H 7.05111 3.48978 -3.62157
C 2.27274 -9.59441 2.19898
O 1.61573 -9.93267 1.22512
N 3.63678 -9.62171 2.20267
N 1.69352 -9.15635 3.35408
H 4.19703 -9.34272 2.98333
H 4.09000 -9.93058 1.36509
H 0.69348 -9.11653 3.37775
H 2.20981 -8.86630 4.16066

Its spin multiplicity is 1. Its molar mass is 451.47 g mol⁻¹. The total energy comes out at -56421.12719 eV. The charge is -1.

Löwdin atomic charge list, values in e, 5 entries: number 1, C, carries -0.23; number 2, C, carries -0.39; number 3, Al, carries -0.06; number 4, S, carries 0.29; number 5, H, carries 0.04

***

This record from OMol25 describes a molecular structure, C43H78In2N4O11 at a distorted geometry. The level of theory is ωB97M-V with the def2-TZVPD basis set.

Cartesian coordinates (Å):
In -1.23828 -3.56512 0.66414
In 1.72352 -1.95387 -3.43532
C 0.19493 -0.66260 -0.64377
O -0.43321 -1.37670 -1.38400
O 1.29337 -0.26023 -1.05237
O -0.01414 -0.89288 0.54549
C -1.61276 -3.15915 -4.02465
C -2.20790 -4.20708 -3.33126
C -2.15295 -5.62821 -3.91809
O -2.26525 -6.73167 -3.22359
C -1.78828 -5.85487 -5.23391
C -1.34215 -4.74495 -6.06827
C -1.03703 -3.38648 -5.33716
O -0.17754 -2.57570 -5.78185
O -1.01137 -4.74437 -7.26996
O -2.59043 -3.97119 -2.12229
H -1.64135 -2.19306 -3.54273
H -1.58165 -6.80540 -5.70318
C 3.52074 -4.30436 1.11749
C 3.05890 -4.54813 2.58228
C 4.44425 -4.73062 3.29521
C 4.19662 -4.67654 4.79389
C 3.56028 -3.30415 5.19017
C 2.21082 -3.05380 4.40311
N 2.37969 -3.29169 2.94729
O 1.25779 -2.93610 2.18106
C 1.06813 -3.87648 4.96761
C 1.89264 -1.58658 4.66917
C 2.24972 -5.84133 2.43218
H 3.91947 -5.18903 0.62103
H 4.17219 -3.44467 0.96055
H 2.71722 -4.08311 0.41500
H 4.83921 -5.72236 3.07482
H 5.14832 -3.92359 3.09255
H 5.08377 -4.72842 5.42505
H 3.54929 -5.46247 5.18295
H 4.27873 -2.50399 5.01224
H 3.33467 -3.30573 6.25657
H 0.85414 -3.75620 6.02961
H 0.16065 -3.62950 4.41663
H 1.17892 -4.95199 4.82940
H 2.69601 -0.92521 4.34471
H 1.08429 -1.18021 4.06129
H 1.49272 -1.39682 5.66526
H 1.23654 -5.72216 2.04826
H 2.04175 -6.34986 3.37359
H 2.70061 -6.66595 1.88012
H 1.65548 -2.23554 1.65890
C 3.07252 3.02343 -4.74520
C 1.60933 3.32487 -4.52771
C 1.19908 4.17979 -5.78176
C -0.26889 4.40322 -5.98131
C -0.96386 2.97881 -5.99676
C -0.64727 2.05556 -4.78965
N 0.82157 2.09110 -4.47168
O 1.13468 1.27470 -3.48575
C -1.57747 2.43274 -3.59836
C -1.07988 0.59896 -5.19980
C 1.29355 4.19111 -3.22062
H 3.47014 2.79708 -3.75587
H 3.62252 3.85505 -5.18565
H 3.39054 2.16706 -5.33984
H 1.64876 5.16207 -5.63685
H 1.65252 3.78476 -6.69086
H -0.55691 4.97931 -6.86067
H -0.61419 5.02961 -5.15882
H -0.85479 2.58999 -7.00919
H -2.01572 3.26457 -5.99021
H -2.63928 2.26223 -3.77612
H -1.28773 1.84428 -2.72782
H -1.54580 3.51721 -3.49326
H -0.62877 0.27948 -6.13924
H -0.77148 -0.14625 -4.46656
H -2.15634 0.55777 -5.36598
H 0.39351 4.78865 -3.36543
H 1.99903 5.00905 -3.07436
H 1.31882 3.63902 -2.28112
H 0.61535 1.66911 -2.78124
C -6.34380 -1.48721 1.00885
C -4.80203 -1.11866 0.67349
C -4.71451 0.38530 0.23780
C -4.61874 1.30047 1.42592
C -3.42329 0.91307 2.28494
C -3.58723 -0.52662 2.87174
N -3.89273 -1.49420 1.75584
O -3.84826 -2.82269 2.07124
C -2.16429 -0.80817 3.42554
C -4.77009 -0.54623 3.93628
C -4.46838 -1.87416 -0.66693
H -7.03703 -1.68497 0.19128
H -6.79561 -0.71821 1.63543
H -6.34604 -2.33356 1.69571
H -3.96464 0.53312 -0.53934
H -5.69089 0.65419 -0.16528
H -5.48872 1.40876 2.07361
H -4.54449 2.31826 1.04294
H -3.31956 1.71910 3.01134
H -2.56990 0.99508 1.61181
H -2.02239 -0.24137 4.34570
H -2.15034 -1.86352 3.69782
H -1.39737 -0.59109 2.68203
H -4.47140 0.07934 4.77744
H -5.73162 -0.15885 3.59938
H -4.98231 -1.55240 4.29777
H -4.74979 -2.92326 -0.57579
H -3.39612 -1.87340 -0.86278
H -5.16132 -1.39019 -1.35520
H -4.63666 -2.92146 2.61000
C 4.23366 3.44771 0.17612
C 3.23596 3.73422 1.32199
C 2.86993 5.24639 1.09009
C 1.59977 5.68550 1.86137
C 0.45615 4.78781 1.35202
C 0.59967 3.25908 1.38401
N 2.01798 2.84761 1.09982
O 2.28436 1.49693 1.25474
C 0.25599 2.81850 2.82891
C -0.24250 2.76522 0.27784
C 3.89046 3.48273 2.67683
H 4.49563 2.39298 0.09227
H 3.84357 3.77208 -0.78861
H 5.19772 3.94021 0.30325
H 3.68120 5.89991 1.41081
H 2.62377 5.48851 0.05623
H 1.66581 5.63391 2.94814
H 1.38072 6.71250 1.56916
H 0.16767 5.09014 0.34529
H -0.37754 5.04106 2.00695
H 0.14289 1.73872 2.92571
H -0.67158 3.22002 3.23697
H 0.97902 3.12563 3.58456
H -1.12822 3.35214 0.03472
H -0.58916 1.73326 0.33257
H 0.32590 2.83522 -0.64960
H 3.34361 4.06667 3.41713
H 3.92722 2.42047 2.91838
H 4.89014 3.90881 2.59201
H 2.25514 1.11546 0.37427

Its spin multiplicity is 1. Its molar mass is 1056.75 g mol⁻¹. The relative energy (zero: lowest compared OMol25 entry of this formula, charge and spin) comes out at 5.179 eV. The charge is +2.

Löwdin atomic charge list, values in e, 5 entries: number 1, In, carries 1.13; number 2, In, carries 1.13; number 3, C, carries -1.05; number 4, O, carries -0.02; number 5, O, carries 0.00

***

This record from OMol25 describes C5H8O in the gas phase. The level of theory is ωB97M-V with the def2-TZVPD basis set.

Cartesian coordinates (Å):
C -0.64446 -1.89932 0.05953
C -0.69068 -0.58319 -0.66385
C -0.87010 0.64813 0.17549
C 0.42441 0.36059 -0.42925
C 1.52072 1.08434 -0.28630
O 1.27063 2.24302 0.44231
H -0.15988 -1.76458 1.03896
H -0.04817 -2.59541 -0.53196
H -1.66971 -2.25097 0.21075
H -1.15234 -0.53615 -1.65073
H -1.43075 1.48676 -0.21023
H -0.94581 0.55562 1.25462
H 2.56429 0.99881 -0.63142
H 1.83183 2.25233 1.22208

Its spin multiplicity is 1. Its molar mass is 84.12 g mol⁻¹. The relative energy (zero: lowest compared OMol25 entry of this formula, charge and spin) comes out at 2.660 eV.

Löwdin atomic charge list, values in e, 5 entries: number 1, C, carries -0.07; number 2, C, carries -0.28; number 3, C, carries -0.10; number 4, C, carries -0.18; number 5, C, carries -0.14

***

This record from OMol25 describes C3H2O3 in the gas phase. The level of theory is ωB97M-V with the def2-TZVPD basis set.

Cartesian coordinates (Å):
O -1.54496 -0.41346 1.23824
C -0.93284 0.52562 0.80145
C -0.00622 0.37728 -0.40304
O -0.02395 1.18945 -1.29706
C 0.94149 -0.82051 -0.46024
O 1.22223 -1.46180 0.51777
H -1.05065 1.56056 1.17624
H 1.38937 -0.98779 -1.45914

Its spin multiplicity is 1. Its molar mass is 86.05 g mol⁻¹. The relative energy (zero: lowest compared OMol25 entry of this formula, charge and spin) comes out at 1.524 eV.

Löwdin atomic charge list, values in e, 5 entries: number 1, O, carries 0.10; number 2, C, carries -0.16; number 3, C, carries -0.29; number 4, O, carries 0.13; number 5, C, carries -0.16

***

This record from OMol25 describes C5H11NO in the gas phase. The level of theory is ωB97M-V with the def2-TZVPD basis set.

Cartesian coordinates (Å):
C 3.16203 -0.35111 -0.24716
C 1.82658 0.28787 -0.06843
C 0.72289 -0.35877 0.26580
C -0.62757 0.28439 0.44545
O -0.68918 1.59866 -0.07376
N -1.63117 -0.60504 -0.09275
C -2.99786 -0.20486 0.18818
H 3.87622 0.07383 0.45741
H 3.53985 -0.16202 -1.25183
H 3.10528 -1.42468 -0.08718
H 1.79996 1.36098 -0.21350
H 0.72119 -1.42557 0.43412
H -0.84113 0.40295 1.51700
H -0.41038 1.57638 -0.99743
H -1.49822 -0.70560 -1.09577
H -3.14510 -0.22800 1.26771
H -3.24044 0.80266 -0.17308
H -3.67294 -0.92207 -0.27477

Its spin multiplicity is 1. Its molar mass is 101.15 g mol⁻¹. The relative energy (zero: lowest compared OMol25 entry of this formula, charge and spin) comes out at 1.476 eV.

Löwdin atomic charge list, values in e, 5 entries: number 1, C, carries -0.10; number 2, C, carries -0.16; number 3, C, carries -0.06; number 4, C, carries -0.45; number 5, O, carries -0.03

***

This record from OMol25 describes 2 unconnected molecules or ions with the total composition C22H30N3 at a distorted geometry. The level of theory is ωB97M-V with the def2-TZVPD basis set.

Cartesian coordinates (Å):
C 5.47657 -3.35035 1.41563
N 4.89896 -2.12555 0.89758
C 5.60665 -1.52927 -0.21900
C 3.84877 -1.50714 1.51502
C 3.73424 -0.09382 1.49901
C 2.63942 0.51451 2.08705
C 1.51157 -0.24335 2.48654
C 0.26488 0.37705 2.82901
C -0.17078 1.57118 2.23148
C -1.50277 2.16239 2.39475
C -2.67978 1.72797 2.98435
C -3.80143 2.57435 2.97300
C -3.75787 3.82780 2.34156
C -2.60035 4.24819 1.66726
C -1.50036 3.40933 1.73352
N -0.26393 3.54580 1.09108
C 0.11727 4.63131 0.20487
C 0.50896 2.45607 1.34621
C 1.66813 -1.65523 2.57757
C 2.81901 -2.27224 2.13220
H 4.85369 -3.75496 2.22026
H 5.56135 -4.09044 0.60793
H 6.48837 -3.16146 1.81315
H 4.94825 -0.86624 -0.79233
H 6.48126 -0.95029 0.11023
H 5.95390 -2.33443 -0.87757
H 4.52168 0.51308 1.04362
H 2.64215 1.59379 2.22654
H -0.49832 -0.29114 3.23028
H -2.72337 0.73810 3.43251
H -4.72197 2.23883 3.45171
H -4.62988 4.48132 2.36482
H -2.54984 5.17575 1.09365
H -0.64766 5.41291 0.26524
H 1.08447 5.04891 0.51224
H 0.21000 4.28491 -0.83765
H 1.47489 2.34790 0.86301
H 0.85253 -2.24819 2.99628
H 2.90927 -3.35764 2.18714
C -1.84764 1.59906 6.37932
C -0.73698 1.21173 5.39923
N 0.43564 0.70117 6.00690
C 1.75087 0.54477 5.48652
C 2.79612 0.41968 6.59889
H -2.77896 1.81141 5.84329
H -2.04579 0.77418 7.07244
H -1.56840 2.49286 6.94562
H -1.15556 0.39779 4.79886
H -0.50984 2.05397 4.72896
H 0.44897 0.89726 6.99987
H 1.77848 -0.38469 4.89797
H 2.03232 1.36052 4.79093
H 3.77624 0.15587 6.19304
H 2.89051 1.37101 7.13177
H 2.50857 -0.35846 7.31342

Its spin multiplicity is 1. Its molar mass is 336.50 g mol⁻¹. The relative energy (zero: lowest compared OMol25 entry of this formula, charge and spin) comes out at 0.337 eV. The charge is +1.

Löwdin atomic charge list, values in e, 5 entries: number 1, C, carries -0.04; number 2, N, carries -0.19; number 3, C, carries -0.05; number 4, C, carries -0.20; number 5, C, carries 0.01